# 1
11
Properties=species:S:1:pos:R:3:forces:R:3:mulliken_charge:R:1 method="wB97M-V/def2-TZVPD" homo_ha=-0.3317 charge=0 e_above_lowest_ev=5.999 multiplicity=1 homo_lumo_gap_ha=0.25868
C 0.7856 -0.5056 -0.1447 1.68 -6.27 3.15 0.538
C 0.0064 1.4289 0.0543 -0.35 -0.30 1.90 0.291
C -0.3161 0.1152 -0.4972 1.27 3.58 0.15 0.176
H -0.3800 -2.2225 -1.1469 2.60 -0.31 2.15 0.154
H 1.6762 -0.2928 1.8674 -0.14 -0.46 -2.95 0.313
H -3.2444 0.2303 -0.3410 3.05 -0.92 -1.75 0.163
N 1.6391 0.0582 0.8297 0.35 -2.96 -0.10 -0.253
O 1.0848 1.2200 0.9673 -1.99 6.74 0.26 -0.223
O -0.5636 2.4566 0.0528 -0.42 1.41 -0.40 -0.511
S 0.9181 -2.2222 -0.1631 -2.39 -0.85 -3.02 -0.308
S -1.6060 -0.2660 -1.4785 -3.65 0.34 0.61 -0.341


# 2
114
Properties=species:S:1:pos:R:3:forces:R:3:mulliken_charge:R:1 method="wB97M-V/def2-TZVPD" homo_ha=-0.1904 charge=-1 multiplicity=1 homo_lumo_gap_ha=0.23700
C -3.3848 -0.1806 -1.3774 -0.90 0.16 -0.47 0.046
C -4.1559 -1.4714 -0.7106 1.04 -0.79 -0.61 -0.363
O -4.1629 -1.4954 0.7601 -0.53 1.02 -2.27 -0.232
C -4.7050 -0.2569 1.3404 -1.85 -0.35 0.24 -0.308
Nb -3.1916 0.9657 2.5576 -1.17 -1.04 0.10 -0.757
Cl -5.1643 2.1735 3.6071 1.18 -0.20 -0.85 -0.409
C -3.4641 -0.6115 4.2352 1.15 -0.06 0.28 -0.281
O -4.5172 -0.1651 5.1605 1.96 -0.96 1.81 -0.305
C -3.9837 0.1449 6.5015 -0.96 1.00 1.01 -0.390
C -3.5498 1.7540 6.6272 0.08 0.07 -0.61 -0.242
C -1.3894 -0.1447 1.7216 2.93 -0.26 0.12 0.354
C -0.2134 -0.4729 2.8652 -2.24 -5.85 1.34 0.052
O -0.3784 -1.6613 3.5065 1.71 7.67 -3.52 -0.572
O 0.8989 0.4609 3.1035 -2.64 -1.64 2.77 -0.114
C 1.0055 0.6704 4.5673 2.06 -2.71 4.85 0.541
C 0.5421 2.1788 5.1085 0.10 -0.48 -1.37 -0.427
O 1.4642 -0.2219 5.4505 -2.88 5.47 -6.28 -0.532
C -3.0990 2.6316 1.0065 -0.20 3.10 -0.85 -0.584
P -1.7409 3.9015 1.5313 3.44 -0.65 -0.07 0.773
O -0.2666 3.3478 1.3299 -4.92 2.09 0.53 -0.509
O -1.8806 4.3933 3.2185 -1.53 -0.66 -3.01 -0.534
O -1.9573 5.3876 0.5972 -1.67 -2.35 1.93 -0.547
H -2.3532 0.0825 -0.8879 -2.11 -0.62 -0.68 -0.311
H -4.1495 0.7331 -1.3067 1.99 -1.76 -0.26 0.218
H -3.1556 -0.4064 -2.5219 -0.65 0.42 2.38 0.192
H -3.5341 -2.4318 -1.0521 -1.47 1.93 0.93 0.072
H -5.2584 -1.5795 -1.1551 2.22 0.45 0.97 0.275
H -5.3045 0.4153 0.5571 1.18 -1.42 1.37 0.294
H -5.5350 -0.6004 2.1268 1.56 0.70 -1.55 0.300
H -2.0263 1.8291 3.6984 0.20 -0.41 -0.02 0.377
H -3.6705 -1.6785 3.7492 0.18 2.09 1.17 0.211
H -2.4255 -0.6706 4.8035 -2.02 -0.10 -1.12 0.173
H -4.8818 -0.0003 7.2743 1.80 0.19 -1.76 0.254
H -3.1279 -0.5692 6.8653 -1.43 1.32 -1.07 0.289
H -2.8370 1.9577 7.5384 -1.43 -0.55 -1.62 0.304
H -2.9810 2.0986 5.6396 -1.21 -0.84 2.15 -0.247
H -4.5160 2.4391 6.7298 2.07 -1.58 -0.23 0.192
H -1.6139 -1.1719 1.2088 0.17 1.82 1.20 0.192
H -0.9049 0.5474 0.9028 -0.79 -0.99 1.55 -0.097
H 1.4471 2.6581 5.6860 -1.87 -1.17 -1.04 0.354
H 0.2537 2.8571 4.1707 0.57 -1.58 2.13 0.087
H -0.4018 2.0198 5.7944 2.04 0.31 -1.36 0.037
H -4.1010 3.2708 0.9168 1.94 -1.40 0.22 0.457
H -2.8202 2.2753 -0.0730 -0.22 0.73 1.98 0.090
H -2.8275 4.2998 3.5373 1.39 -0.05 -0.56 0.304
H -2.9549 5.5518 0.6158 1.90 -0.21 -0.10 0.313
C 0.8978 -6.4420 0.6452 0.29 -0.16 0.04 -1.486
C 0.4048 -5.1167 1.2229 -0.33 -0.11 -0.29 0.427
C -1.0594 -5.1647 1.7179 0.07 0.49 0.06 -0.552
O -2.0352 -5.1281 0.6723 0.19 -0.50 0.32 -0.243
C -2.2728 -6.3809 0.0477 -0.15 0.50 -0.15 -0.760
N 0.6012 -4.0576 0.2235 -0.33 0.08 0.02 -0.681
H 0.5158 -6.6324 -0.3608 -0.04 0.08 0.10 0.264
H 1.9918 -6.4411 0.5729 -0.19 0.07 -0.01 0.370
H 0.6090 -7.2815 1.2856 -0.01 0.05 -0.05 0.345
H 1.0361 -4.8903 2.0910 -0.19 0.09 -0.05 0.452
H -1.2406 -4.2665 2.3205 -0.01 -0.04 -0.19 0.186
H -1.2330 -6.0213 2.3808 0.01 -0.15 -0.13 0.427
H -2.1943 -7.2157 0.7501 0.10 0.01 0.01 0.312
H -1.5839 -6.5166 -0.7879 0.06 -0.27 0.00 0.242
H -3.2868 -6.3685 -0.3630 0.07 0.08 0.12 0.246
H 0.3625 -3.1601 0.6464 0.20 -0.08 -0.01 0.238
H -0.1160 -4.1825 -0.4983 0.26 -0.02 0.22 0.217
C 1.2268 0.9252 -2.9176 -0.17 -0.24 -0.16 -1.879
C 0.9189 1.8611 -1.7503 0.54 0.06 0.13 1.711
C 1.2367 3.3450 -2.0474 -0.22 0.01 0.50 -1.008
O 2.6297 3.6685 -2.0031 -0.25 0.04 -0.57 -0.316
C 3.3447 3.3450 -3.1864 0.13 0.12 0.51 -0.735
N 1.6318 1.3861 -0.5565 0.06 0.40 -0.13 -0.541
H 2.2952 0.7223 -3.0259 -0.06 0.09 0.09 0.141
H 0.7348 -0.0430 -2.7678 0.08 0.14 0.06 0.440
H 0.8599 1.3406 -3.8616 0.02 0.00 0.00 0.362
H -0.1586 1.7899 -1.5573 0.05 0.18 0.05 -0.147
H 0.7689 3.9529 -1.2635 0.18 -0.15 -0.01 0.208
H 0.7929 3.6702 -2.9964 0.13 -0.07 -0.18 0.450
H 2.7382 3.4786 -4.0868 -0.06 -0.08 0.02 0.312
H 3.7214 2.3224 -3.1257 -0.04 -0.11 -0.26 0.241
H 4.2115 4.0095 -3.2515 -0.10 0.03 0.06 0.300
H 1.3478 1.9543 0.2422 -0.21 -0.12 -0.01 0.295
H 2.6222 1.6203 -0.6792 -0.18 -0.31 0.07 0.197
C 0.0755 -2.7477 -7.3631 0.21 -0.02 -0.26 -1.412
C -1.0573 -1.7622 -7.0821 0.01 -0.32 0.36 0.270
C -1.0420 -1.1970 -5.6428 -0.30 0.00 -0.01 -0.362
O -1.5214 -2.1071 -4.6484 0.43 0.39 -0.32 -0.363
C -0.5626 -3.0608 -4.2154 -0.35 -0.12 0.18 -0.438
N -2.3400 -2.4076 -7.3939 -0.17 0.12 0.28 -0.778
H -0.1033 -3.7329 -6.9253 -0.05 0.15 0.03 0.301
H 0.1890 -2.8977 -8.4432 -0.09 0.03 0.18 0.349
H 1.0287 -2.3705 -6.9793 -0.09 -0.04 0.00 0.339
H -0.9239 -0.9159 -7.7671 -0.09 0.01 0.14 0.443
H -1.7256 -0.3399 -5.6106 -0.02 -0.16 0.06 0.321
H -0.0514 -0.8122 -5.3713 0.06 -0.15 0.01 0.168
H 0.4512 -2.6506 -4.1977 -0.03 0.00 -0.07 0.310
H -0.6068 -3.9474 -4.8504 0.24 -0.06 -0.01 0.274
H -0.8279 -3.3718 -3.2005 -0.01 0.16 -0.10 -0.032
H -3.0855 -1.7173 -7.2988 0.12 -0.12 -0.12 0.281
H -2.5347 -3.0779 -6.6430 0.12 0.17 -0.29 0.344
C 5.5889 2.7010 1.5270 -0.14 -0.07 0.28 -1.396
C 6.1599 1.8494 0.3947 -0.07 0.41 -0.09 0.162
C 7.4660 2.4174 -0.2075 -0.17 -0.20 -0.27 -0.665
O 7.2742 3.5355 -1.0793 0.31 -0.21 0.49 -0.374
C 7.1166 4.7790 -0.4123 -0.19 0.03 -0.40 -0.614
N 5.1267 1.6679 -0.6341 0.35 0.13 -0.34 -0.400
H 5.0849 3.6010 1.1659 0.07 -0.12 -0.06 0.275
H 4.8455 2.1288 2.0946 0.12 0.09 -0.19 0.292
H 6.3754 3.0057 2.2247 -0.04 -0.01 -0.06 0.378
H 6.3965 0.8665 0.8203 0.06 0.06 -0.15 0.410
H 7.9184 1.6349 -0.8285 -0.09 0.15 -0.05 0.334
H 8.1997 2.6551 0.5726 -0.09 0.14 0.08 0.408
H 7.7191 4.8399 0.4986 -0.06 -0.08 0.03 0.309
H 6.0624 4.9495 -0.1872 0.05 0.11 0.22 0.195
H 7.4381 5.5726 -1.0935 0.04 -0.17 0.01 0.253
H 5.4778 1.0199 -1.3399 -0.13 -0.02 0.17 0.248
H 5.0422 2.5547 -1.1414 -0.11 -0.22 0.27 0.140


# 3
63
Properties=species:S:1:pos:R:3:forces:R:3:mulliken_charge:R:1 method="wB97M-V/def2-TZVPD" homo_ha="-0.2929 / -0.2904" charge=0 multiplicity=5 homo_lumo_gap_ha="0.26752 / 0.21178"
Co 0.6262 0.8473 -0.1557 0.04 -0.20 0.06 -0.030
C -1.1807 2.8289 -3.0818 -0.03 -0.01 0.06 -1.236
C -0.7101 1.3779 -2.9687 -0.42 0.05 -0.01 1.093
C -1.8391 0.4118 -2.6797 0.11 0.15 0.00 0.349
C -2.6259 0.0261 -3.7565 -0.01 0.01 -0.09 -0.640
C -3.6909 -0.8431 -3.5985 -0.01 -0.01 -0.04 -1.137
C -3.9466 -1.3663 -2.3459 -0.08 -0.03 0.02 -0.595
C -3.1889 -1.0102 -1.2341 0.08 -0.08 0.11 0.922
C -3.5039 -1.7396 0.0597 -0.10 0.17 -0.06 -0.508
C -4.8240 -1.3012 0.7045 0.06 -0.02 -0.02 -1.247
C -2.1497 -0.0716 -1.3956 -0.03 0.05 0.00 -0.263
N -1.3564 0.3362 -0.2886 -0.15 0.35 0.11 1.114
C -1.8791 0.6298 0.8743 -0.11 0.00 -0.39 -0.794
C -1.0387 0.7586 1.9881 0.08 -0.10 0.28 0.578
C -1.2780 1.0474 3.3376 -0.07 0.07 0.03 -1.054
C -0.0335 1.0527 3.9620 0.05 -0.01 0.02 -0.749
C 0.9188 0.7771 2.9662 0.04 -0.03 0.14 -0.683
N 0.3156 0.5655 1.7944 -0.01 0.00 -0.27 0.884
H -0.3363 3.4860 -3.3025 -0.05 -0.05 0.00 0.341
H -1.6351 3.1513 -2.1406 0.03 -0.04 -0.09 0.195
H -1.9225 2.9275 -3.8774 0.03 0.02 0.03 0.456
H 0.0534 1.3427 -2.2057 0.34 -0.06 0.20 -1.123
H -0.2077 1.0699 -3.8847 0.01 -0.01 -0.06 0.621
H -2.3895 0.4193 -4.7418 0.00 -0.04 0.10 0.489
H -4.2975 -1.1316 -4.4491 0.05 0.01 0.05 0.371
H -4.7446 -2.0935 -2.2195 0.07 0.06 0.00 0.447
H -2.6928 -1.6345 0.7761 0.10 0.00 0.04 -0.166
H -3.5723 -2.8043 -0.1735 0.03 -0.02 0.00 0.551
H -4.8206 -0.2354 0.9443 -0.02 -0.05 0.00 0.297
H -5.0105 -1.8582 1.6259 0.00 0.04 -0.06 0.401
H -5.6603 -1.4772 0.0255 0.02 0.02 0.03 0.370
H -2.9464 0.8077 0.9805 -0.03 -0.24 -0.01 0.562
H -2.2485 1.2236 3.7837 0.14 -0.01 -0.03 0.508
H 0.1797 1.2296 5.0070 -0.04 -0.02 -0.13 0.441
H 1.9951 0.7144 3.0655 -0.12 0.04 -0.05 0.426
O 0.4611 5.2508 -0.0258 -0.13 -0.18 -0.38 -0.594
P 1.1159 3.8011 0.0483 -0.12 0.05 0.06 0.441
O 2.1001 3.7046 1.1467 -0.01 0.03 -0.10 -0.842
O -0.0033 2.7590 -0.0355 0.32 -0.07 0.01 -0.018
O 1.8655 3.6758 -1.3946 0.28 -0.13 0.10 -0.328
P 2.9776 2.4949 -1.5556 -0.25 0.04 -0.19 0.764
O 4.1327 2.9189 -0.5681 -0.23 0.04 0.35 -0.548
O 3.3979 2.3117 -2.9388 -0.03 0.01 0.09 -0.764
O 2.2670 1.2561 -0.8797 -0.24 0.21 -0.01 -0.191
H -0.1274 5.3368 -0.7951 0.17 -0.01 0.33 0.320
H 3.7187 3.2045 0.2876 0.12 -0.03 -0.27 0.443
S 0.9979 -1.5224 -0.9362 0.15 -0.05 -0.22 -0.559
C 1.5668 -2.5461 0.2947 -0.17 0.19 0.08 0.272
N 2.7580 -3.1611 0.1102 0.10 -0.17 0.00 0.162
C 3.2540 -4.1330 0.9102 0.07 -0.03 -0.09 -0.314
C 2.5617 -4.5259 2.0101 -0.03 -0.16 0.05 -0.592
C 1.3516 -3.8738 2.2968 -0.11 0.10 0.00 -0.412
C 0.8675 -2.8981 1.4644 -0.07 0.03 0.17 -0.192
H 3.2701 -2.8590 -0.7098 0.04 -0.02 -0.01 0.292
H 4.2069 -4.5547 0.6246 -0.02 0.04 -0.04 0.395
H 2.9429 -5.3161 2.6419 0.02 0.09 -0.03 0.412
H 0.7916 -4.1533 3.1815 0.01 0.03 -0.05 0.424
H -0.0667 -2.3887 1.6578 0.04 -0.02 0.02 0.236
Cl 4.3204 -1.8126 3.1448 0.06 0.02 0.05 -0.137
C 5.1960 -0.8359 1.9467 -0.03 0.14 0.02 -0.592
Cl 4.1163 -0.0698 0.7981 -0.12 -0.07 -0.07 0.009
H 5.8794 -1.4740 1.4055 0.09 -0.13 0.03 0.352
H 5.7211 -0.0545 2.4742 0.13 0.03 0.13 0.369


# 4
97
Properties=species:S:1:pos:R:3:forces:R:3:mulliken_charge:R:1 method="wB97M-V/def2-TZVPD" homo_ha=-0.3232 smiles="CP(C)[C@H]1OC(=O)O[C@@H]1B(O)O.CCOCC.CCOCC.CCOCC.CCOCC.CCOCC" charge=0 multiplicity=1 homo_lumo_gap_ha=0.33321
C -0.3521 -1.0559 4.9297 0.01 0.06 0.11 -1.042
P -0.6542 -2.6509 4.0829 0.15 -0.21 -0.05 -0.102
C -2.4914 -2.5945 3.9560 -0.04 0.04 0.06 -0.486
C -0.1700 -2.1219 2.3622 -0.52 -0.22 -0.02 0.351
O 1.2554 -2.2101 2.2560 0.15 0.20 -0.29 -0.236
C 1.6088 -3.2470 1.4586 -0.29 -0.13 0.31 0.434
O 2.7284 -3.5639 1.2181 -0.03 0.00 -0.06 -0.501
O 0.5073 -3.8937 1.0180 0.20 0.12 -0.22 -0.399
C -0.6532 -3.0594 1.2261 0.16 0.20 0.13 -0.279
B -0.9768 -2.2563 -0.1146 -0.12 0.10 0.11 0.516
O -2.2523 -2.2366 -0.6655 0.37 -0.11 -0.05 -0.539
O 0.0304 -1.5068 -0.6285 0.05 -0.42 -0.03 -0.685
H 0.7177 -0.8712 5.0159 -0.01 0.02 0.02 0.160
H -0.8300 -0.2136 4.4240 0.01 -0.02 -0.03 0.398
H -0.7648 -1.1315 5.9358 0.05 0.04 0.06 0.379
H -2.8953 -1.6804 4.3907 -0.01 0.05 -0.05 0.379
H -2.8660 -2.6736 2.9363 0.01 -0.04 0.00 -0.225
H -2.8903 -3.4382 4.5152 -0.12 -0.01 -0.04 0.369
H -0.4766 -1.0884 2.1790 0.19 0.04 -0.01 0.314
H -1.4766 -3.7114 1.5131 0.04 -0.02 0.15 0.455
H -2.3910 -2.9017 -1.3432 -0.24 -0.08 -0.09 0.298
H -0.1653 -1.2297 -1.5296 0.00 0.32 -0.04 0.310
C 6.3720 -0.1442 5.9223 -0.06 0.03 -0.01 -1.024
C 5.7172 -1.4862 6.2041 0.05 -0.04 0.02 -0.320
O 4.3230 -1.5143 5.9653 -0.02 0.01 0.03 -0.442
C 3.9175 -1.2331 4.6348 -0.06 0.02 -0.06 0.647
C 4.4688 -2.1807 3.5872 0.13 0.02 0.10 -1.002
H 5.8970 0.6444 6.5078 0.00 0.00 0.00 0.281
H 7.4287 -0.1863 6.1896 0.00 0.00 0.02 0.393
H 6.3085 0.1293 4.8685 0.03 -0.02 -0.01 0.269
H 5.8221 -1.7323 7.2614 0.01 0.00 0.00 0.355
H 6.2225 -2.2787 5.6398 -0.02 0.01 -0.03 0.287
H 4.1564 -0.1950 4.3733 0.02 0.00 0.01 0.262
H 2.8301 -1.3137 4.6563 0.04 0.00 -0.01 -0.613
H 5.5569 -2.1239 3.5141 -0.01 0.03 -0.01 0.386
H 4.0559 -1.9315 2.6113 -0.01 -0.04 0.02 0.223
H 4.1972 -3.2113 3.8170 -0.02 0.00 -0.03 0.297
C 3.5105 -2.6537 -2.6090 -0.02 -0.01 -0.09 -1.261
C 2.4324 -3.5810 -2.0785 0.06 -0.06 -0.03 0.668
O 1.5125 -4.0317 -3.0689 -0.05 0.07 0.03 -0.360
C 2.0673 -4.7875 -4.1302 0.00 0.00 -0.04 -0.372
C 2.7579 -6.0658 -3.6877 -0.01 0.00 0.05 -1.035
H 3.0676 -1.7870 -3.1044 0.00 -0.01 0.01 0.317
H 4.1234 -2.3036 -1.7779 -0.01 0.01 0.01 0.378
H 4.1702 -3.1484 -3.3236 0.02 -0.01 0.03 0.357
H 1.8213 -3.0527 -1.3560 -0.04 0.04 0.07 -0.471
H 2.8797 -4.4249 -1.5463 0.00 -0.03 -0.04 0.242
H 2.7529 -4.1728 -4.7255 0.02 0.01 0.03 0.317
H 1.2197 -5.0297 -4.7729 0.01 0.00 -0.01 0.334
H 3.6266 -5.8665 -3.0600 0.02 0.01 -0.03 0.262
H 3.1011 -6.6201 -4.5623 -0.02 -0.01 -0.01 0.400
H 2.0703 -6.6969 -3.1232 0.00 0.00 0.00 0.282
C -5.6328 -0.6354 1.2617 -0.03 -0.01 0.07 -1.205
C -5.2215 -2.0961 1.1977 0.00 0.03 -0.03 0.449
O -5.4055 -2.8060 2.4110 0.04 -0.02 0.01 -0.283
C -6.7330 -2.8721 2.9019 -0.04 0.01 0.04 -0.430
C -7.7129 -3.5468 1.9581 0.04 -0.02 -0.04 -1.050
H -5.0915 -0.1196 2.0564 0.00 0.00 0.00 0.293
H -5.4030 -0.1484 0.3131 0.02 0.00 0.00 0.377
H -6.7010 -0.5134 1.4460 -0.01 0.00 -0.04 0.356
H -4.1548 -2.1635 0.9875 0.00 -0.03 -0.02 -0.376
H -5.7366 -2.6029 0.3731 -0.03 0.01 0.01 0.297
H -7.0938 -1.8737 3.1746 0.01 0.01 -0.03 0.327
H -6.6566 -3.4450 3.8265 0.00 0.00 0.00 0.345
H -7.8358 -2.9918 1.0272 -0.02 0.02 0.02 0.263
H -8.6924 -3.6154 2.4326 0.00 -0.01 0.01 0.392
H -7.3754 -4.5544 1.7114 -0.01 0.00 0.00 0.294
C -1.3524 1.3919 -1.5350 0.03 0.07 0.03 -0.874
C -2.1581 2.6235 -1.1557 -0.05 -0.01 -0.04 -0.582
O -1.5255 3.4548 -0.2017 -0.02 0.00 0.04 -0.439
C -0.2693 3.9934 -0.5809 0.08 0.01 0.00 -0.463
C -0.3114 4.8586 -1.8273 -0.09 0.01 -0.03 -0.935
H -1.1108 0.8107 -0.6455 -0.01 0.01 0.01 0.230
H -1.9349 0.7687 -2.2166 -0.02 -0.02 0.02 0.522
H -0.4176 1.6543 -2.0338 -0.02 0.00 -0.03 0.324
H -3.0919 2.3193 -0.6814 0.00 0.00 -0.01 0.297
H -2.4272 3.1938 -2.0524 0.04 0.01 0.00 0.316
H 0.4730 3.1951 -0.6975 -0.03 -0.02 -0.02 0.262
H 0.0429 4.5912 0.2754 0.00 0.00 0.00 0.382
H -0.6028 4.2912 -2.7127 0.05 -0.01 -0.01 0.253
H 0.6724 5.2856 -2.0226 0.00 0.02 0.00 0.448
H -1.0243 5.6752 -1.7021 0.01 0.01 0.01 0.284
C -1.1890 7.1649 -5.9777 0.05 -0.03 -0.01 -1.073
C -0.4458 7.7637 -4.7955 -0.05 0.00 0.00 -0.296
O 0.8773 7.2817 -4.6391 -0.01 -0.03 0.05 -0.372
C 1.7549 7.5143 -5.7270 0.05 -0.02 -0.03 -0.364
C 1.9543 8.9814 -6.0658 -0.04 0.02 0.05 -1.034
H -1.2153 6.0770 -5.9005 -0.01 0.00 0.00 0.278
H -2.2142 7.5368 -5.9956 -0.01 -0.01 0.02 0.393
H -0.7269 7.4260 -6.9304 -0.02 0.04 0.00 0.279
H -0.9539 7.4910 -3.8701 0.03 0.01 0.02 0.302
H -0.4536 8.8580 -4.8541 0.02 0.00 -0.03 0.307
H 1.4268 6.9606 -6.6144 -0.03 0.01 0.01 0.311
H 2.7028 7.0764 -5.4135 0.00 0.00 -0.01 0.325
H 1.0329 9.4545 -6.4074 0.01 -0.02 -0.03 0.265
H 2.6896 9.0771 -6.8656 0.02 0.00 0.01 0.383
H 2.3153 9.5300 -5.1949 0.00 0.00 0.00 0.295


The lowest charge belongs to which entry? C27H68ClN4NbO12P


Among the records above, which one has the lowest charge? C27H68ClN4NbO12P